Entry 1:
Below is a single C4H6N2O2 molecule in a non-equilibrium geometry, with properties calculated with ωB97M-V with the def2-TZVPD basis set.

The geometry in XYZ format:
```
14
Properties=species:S:1:pos:R:3
H -2.25702 1.66432 -0.25934
N -2.26715 0.59893 -0.32169
C -1.16959 0.06503 0.03305
C -0.98944 -1.43551 0.21283
O 0.39177 -1.61089 -0.12677
C 1.00822 -0.47343 -0.14314
C 2.34434 -0.06233 -0.18005
N 0.10506 0.54486 0.21948
O 0.35488 2.02171 0.23867
H -1.40913 -2.30528 -0.25779
H -0.99321 -1.91276 1.31497
H 2.27383 1.15345 0.25373
H 3.36128 -0.64571 -0.03694
H 1.02446 2.19041 -0.73046
```

Its SMILES is [H]/N=C1/COC(=C)N1O. The value obtained for the HOMO-LUMO gap is 0.318 Ha. The value obtained for the largest force on an atom is 6.259 eV Å⁻¹. For the total energy, the calculation gives -11314.507 eV. As for the HOMO energy: -0.3066 hartree. The LUMO energy is 0.30 eV.

Here are the Mulliken charges for atoms 1 to 8, given in e: 0.280, -0.665, 0.434, -0.314, -0.378, 0.689, -0.966, 0.137

***

Entry 2:
Below is 2 unconnected molecules or ions with the total composition C4H6N2O2 in a non-equilibrium geometry, with properties calculated with ωB97M-V with the def2-TZVPD basis set.

The geometry in XYZ format:
```
14
Properties=species:S:1:pos:R:3
H 1.15644 -1.02596 2.94378
N 0.54814 -0.52978 2.29452
C 0.54735 -0.97350 1.12056
C 0.46864 0.03447 -0.09282
C -0.04566 1.38282 0.32715
O 1.24534 -0.18969 -1.02016
H 0.97770 -1.92983 0.80497
H -1.10426 1.28599 0.56943
H 0.03647 2.09749 -0.48976
H 0.44631 1.67624 1.25010
N -2.17475 -0.83997 -0.80356
C -1.41558 -0.42120 -1.59519
O -0.82913 -0.30140 -2.73458
H 0.14298 -0.26570 -2.57445
```

Its SMILES is [H]/N=C/C(C)=O.N#CO. The value obtained for the HOMO-LUMO gap is 0.363 Ha. The value obtained for the largest force on an atom is 3.449 eV Å⁻¹. For the total energy, the calculation gives -11317.952 eV. As for the HOMO energy: -0.3695 hartree. The LUMO energy is -0.17 eV.

Here are the Mulliken charges for atoms 1 to 8, given in e: 0.263, -0.531, -0.167, 0.642, -1.085, -0.661, 0.365, 0.387

***

Entry 3:
Below is a single C4H6N2O2 molecule in a non-equilibrium geometry, with properties calculated with ωB97M-V with the def2-TZVPD basis set.

The geometry in XYZ format:
```
14
Properties=species:S:1:pos:R:3
H -2.09748 -0.91272 -1.66722
N -1.38619 -0.33679 -1.20581
C -0.31055 -0.97838 -0.80881
N 0.08074 -2.29368 -1.10067
C 0.51804 -0.11536 0.11535
C 1.74344 -0.50489 0.56677
C 0.01433 1.21268 0.76160
O 0.87414 1.86305 1.37799
O -1.25910 1.60428 0.44004
H 0.16948 -2.84391 -0.15084
H -0.55375 -2.94210 -1.60857
H 2.18025 -1.48629 0.24284
H 2.33207 0.15051 1.19115
H -1.60431 1.02495 -0.21564
```

Its SMILES is [H]/N=C(\N)C(=C)C(=O)O. The value obtained for the HOMO-LUMO gap is 0.367 Ha. The value obtained for the largest force on an atom is 4.741 eV Å⁻¹. For the total energy, the calculation gives -11319.547 eV. As for the HOMO energy: -0.3711 hartree. The LUMO energy is -0.11 eV.

Here are the Mulliken charges for atoms 1 to 8, given in e: 0.191, -0.649, 0.452, -0.589, 0.471, -0.999, 0.495, -0.571

***

Entry 4:
Below is a molecular structure, C4H6N2O2 in a non-equilibrium geometry, with properties calculated with ωB97M-V with the def2-TZVPD basis set.

The geometry in XYZ format:
```
14
Properties=species:S:1:pos:R:3
C -2.15010 0.45177 -0.09669
C 0.19565 1.17889 -0.08133
C 1.58641 1.14929 0.10565
C 2.41598 -0.00952 0.05022
H 0.66290 -1.21728 0.14845
H -2.61671 1.33964 -0.31078
H -3.82664 -0.16946 -0.44521
H -0.12276 2.13372 -0.31895
H 1.87467 2.11336 0.09769
H 3.52715 0.02775 0.66412
N -0.73796 0.25217 0.09065
N -2.89972 -0.56071 0.10714
O -0.58921 -1.14252 0.12654
O 2.29891 -1.19379 -0.26241
```

The value obtained for the HOMO-LUMO gap is 0.312 Ha. The value obtained for the largest force on an atom is 6.382 eV Å⁻¹. For the total energy, the calculation gives -11314.680 eV. As for the HOMO energy: -0.3215 hartree. The LUMO energy is -0.25 eV.

Here are the Mulliken charges for atoms 1 to 8, given in e: -0.155, 0.297, -0.756, 0.094, 0.386, 0.333, 0.281, 0.304

***

Entry 5:
Below is a single C4H6N2O2 molecule in a non-equilibrium geometry, with properties calculated with ωB97M-V with the def2-TZVPD basis set.

The geometry in XYZ format:
```
14
Properties=species:S:1:pos:R:3
C -0.29843 1.76609 -0.03714
C 0.39928 0.57943 0.04025
O 1.81553 0.47317 0.08907
C 2.10665 -0.82204 0.19263
O 0.90468 -1.55069 -0.27534
C -0.14988 -0.73795 0.02118
N -1.29036 -1.34475 0.03321
N -2.38472 -0.47738 0.22200
H -1.39809 1.99323 -0.11203
H 0.53909 2.63122 -0.40453
H 2.16919 -1.05402 1.20929
H 2.93952 -1.26604 -0.53164
H -3.22021 -0.86565 -0.30631
H -2.13225 0.67536 -0.14066
```

Its SMILES is C=C1OCO/C1=N/N. The value obtained for the HOMO-LUMO gap is 0.325 Ha. The value obtained for the largest force on an atom is 5.306 eV Å⁻¹. For the total energy, the calculation gives -11315.838 eV. As for the HOMO energy: -0.3112 hartree. The LUMO energy is 0.36 eV.

Here are the Mulliken charges for atoms 1 to 8, given in e: -0.974, 0.810, -0.347, -0.153, -0.408, 0.440, -0.384, -0.458

***

Entry 6:
Below is 2 unconnected molecules or ions with the total composition C4H6N2O2S2 in a non-equilibrium geometry, with properties calculated with ωB97M-V with the def2-TZVPD basis set.

The geometry in XYZ format:
```
16
Properties=species:S:1:pos:R:3
C 0.58400 0.11095 1.22360
C 2.34635 1.50869 0.21697
C -0.31764 0.01615 0.20938
C -1.62711 -0.64101 0.68589
N 1.92683 0.75142 1.04618
N 3.04688 1.70117 -0.74588
O 4.26248 -1.59866 0.51204
O 2.05790 -1.85411 -0.39127
S -1.89736 -2.01497 -0.54292
S 3.41078 -1.38539 -0.60783
H 0.46011 -0.41752 2.14516
H -0.50097 0.62060 -0.70141
H -2.54367 -0.00661 0.54049
H -1.42588 -0.97252 1.72612
H 4.01140 2.12888 -0.65813
H -0.71890 -2.54870 -0.56630
```

The value obtained for the HOMO-LUMO gap is 0.286 Ha. The value obtained for the largest force on an atom is 4.924 eV Å⁻¹. For the total energy, the calculation gives -32987.567 eV. As for the HOMO energy: -0.3174 hartree. The LUMO energy is -0.86 eV.

Here are the Mulliken charges for atoms 1 to 8, given in e: -0.353, 0.482, -0.103, -0.432, -0.398, -0.558, -0.370, -0.326

***

Entry 7:
Below is a single C4H6N2O3S molecule in a non-equilibrium geometry, with properties calculated with ωB97M-V with the def2-TZVPD basis set.

The geometry in XYZ format:
```
16
Properties=species:S:1:pos:R:3
C -0.78054 -0.20319 -0.16871
C 0.70981 0.01335 1.38867
C 0.08971 -0.33737 -1.28788
C 0.34449 -1.69445 -1.84550
N -0.86607 1.24981 0.37714
N 0.02333 1.02913 1.40950
O -1.58950 -1.04325 0.22543
O 1.50514 -0.72668 1.81973
O -0.11704 1.98263 2.68621
S 0.92209 0.99545 -2.01656
H -0.57037 -2.34643 -1.87887
H 0.98042 -2.02814 -0.94143
H 0.93181 -1.71226 -2.75521
H -1.85811 1.45090 0.67640
H 0.05086 1.36671 3.52100
H 0.22398 2.00377 -1.20992
```

The value obtained for the HOMO-LUMO gap (alpha / beta) is 0.260 / 0.250 Ha. The value obtained for the largest force on an atom is 4.006 eV Å⁻¹. For the total energy, the calculation gives -24196.390 eV. As for the HOMO energy (alpha / beta): -0.2940 / -0.2933 hartree. The LUMO energy (alpha / beta) is -0.92 / -1.19 eV.

Here are the Mulliken charges for atoms 1 to 8, given in e: 0.366, 0.501, 0.388, -0.976, -0.565, 0.308, -0.665, -0.468

***

Entry 8:
Below is a single C4H6N2O3S molecule in a non-equilibrium geometry, with properties calculated with ωB97M-V with the def2-TZVPD basis set.

The geometry in XYZ format:
```
16
Properties=species:S:1:pos:R:3
C -1.98962 -0.17875 0.57902
C -1.68438 1.04000 -0.35867
O -0.70405 0.60536 -1.31879
N 0.53101 0.16226 -1.05651
S 0.82845 -1.70179 -1.38206
N 2.21850 -1.48861 -0.29074
C 2.32832 -0.33044 0.46954
O 3.20419 -0.15898 1.29163
C 1.34456 0.69180 -0.09248
O 1.13594 1.79388 0.35578
H -2.49127 0.22543 1.35726
H -2.56716 -0.96534 -0.00289
H -1.02834 -0.60281 1.07907
H -1.35344 1.94766 0.24695
H -2.52262 1.27769 -0.87590
H 2.74990 -2.31734 -0.00120
```

Its SMILES is CCOn1s[nH]c(=O)c1=O. The value obtained for the HOMO-LUMO gap is 0.304 Ha. The value obtained for the largest force on an atom is 5.893 eV Å⁻¹. For the total energy, the calculation gives -24199.251 eV. As for the HOMO energy: -0.3337 hartree. The LUMO energy is -0.82 eV.

Here are the Mulliken charges for atoms 1 to 8, given in e: -0.929, -0.308, -0.324, 0.060, 0.046, -0.197, 0.369, -0.557